P | 176
Properties=species:S:1:pos:R:3:lowdin_charge:R:1 method="wB97M-V/def2-TZVPD" orbital_gap_ev=8.121 lumo_energy_ha=0.023 smiles=CCN(CC)CC.CCN(CC)CC.CCN(CC)CC.CCN(CC)CC.CCN(CC)CC.CCN(CC)CC.CCN(CC)CC.CCN(CC)CC homo_ha=-0.27532
C -9.18932 2.75363 -1.24837 -0.084
C -7.67595 2.96538 -1.24533 -0.264
N -6.99647 2.15511 -0.25370 -0.197
C -5.56713 2.02408 -0.49523 -0.258
C -5.22931 1.39283 -1.82837 -0.095
C -7.28373 2.56417 1.10453 -0.252
C -6.72544 1.58667 2.15151 -0.079
H -9.66559 3.04469 -0.31521 0.058
H -9.42918 1.72982 -1.52614 0.075
H -9.59030 3.40444 -2.03178 0.072
H -7.32128 2.59098 -2.20579 0.097
H -7.42695 4.03916 -1.21724 0.122
H -5.09063 3.02255 -0.40991 0.120
H -5.09391 1.44931 0.30248 0.080
H -6.00790 0.68104 -2.12082 0.055
H -5.24660 2.10985 -2.65079 0.071
H -4.33617 0.77015 -1.86538 0.053
H -8.36365 2.59705 1.23263 0.098
H -6.89783 3.57982 1.31087 0.121
H -6.77010 0.57241 1.74241 0.064
H -7.40381 1.56447 3.00483 0.072
H -5.69999 1.77658 2.45726 0.054
C 6.77766 -3.31845 4.25123 -0.082
C 6.19107 -1.91470 4.36139 -0.257
N 5.62458 -1.34261 3.13411 -0.189
C 6.65275 -1.16100 2.10827 -0.255
C 6.25177 -0.09089 1.09681 -0.076
C 4.46462 -2.06782 2.64401 -0.256
C 3.19889 -1.62839 3.39486 -0.065
H 6.04717 -4.04026 3.87875 0.061
H 7.15923 -3.68400 5.20294 0.073
H 7.58777 -3.34001 3.51852 0.068
H 5.49272 -1.82714 5.19624 0.108
H 7.00000 -1.21678 4.60822 0.095
H 7.57229 -0.81503 2.58387 0.111
H 6.84207 -2.11846 1.60245 0.114
H 6.83786 -0.20269 0.18057 0.073
H 5.19127 -0.13579 0.85256 0.046
H 6.45913 0.91843 1.45650 0.064
H 4.51320 -3.16439 2.74102 0.106
H 4.32688 -1.87236 1.58090 0.105
H 3.06509 -0.56144 3.24126 0.044
H 3.19908 -1.87865 4.45520 0.072
H 2.38129 -2.21156 2.95997 0.056
C 9.26162 2.42974 5.27114 -0.088
C 7.87714 2.26194 4.65879 -0.263
N 6.81899 2.71748 5.57182 -0.188
C 6.60009 4.13538 5.38990 -0.281
C 5.68952 4.74921 6.44933 -0.088
C 5.60598 1.92177 5.43148 -0.229
C 4.83370 2.06490 4.08364 -0.074
H 9.44794 1.63114 5.99569 0.071
H 9.39587 3.34713 5.84382 0.064
H 10.03686 2.32425 4.50925 0.070
H 7.79949 2.78624 3.69530 0.110
H 7.75259 1.19480 4.45963 0.099
H 7.55875 4.65609 5.45573 0.111
H 6.18887 4.39579 4.39960 0.109
H 5.60372 5.82654 6.28532 0.072
H 4.65593 4.40815 6.33659 0.063
H 6.02144 4.54043 7.46378 0.077
H 4.93946 2.20774 6.24512 0.099
H 5.83372 0.86094 5.52801 0.094
H 3.89518 2.61539 4.19728 0.069
H 4.60328 1.07472 3.70545 0.033
H 5.44077 2.69421 3.43175 0.056
C 2.52556 1.41341 1.11435 -0.091
C 1.63287 2.39828 0.37119 -0.266
N 0.27958 1.91375 0.14743 -0.180
C -0.44892 2.88609 -0.64326 -0.272
C -1.93559 2.59842 -0.74923 -0.087
C 0.17683 0.55614 -0.37237 -0.251
C 0.78857 0.32944 -1.75390 -0.077
H 2.12211 1.14251 2.08458 0.072
H 3.51199 1.87078 1.24519 0.069
H 2.76191 0.59770 0.42683 0.062
H 1.52951 3.30713 0.97122 0.115
H 2.14546 2.71010 -0.55738 0.115
H -0.03926 2.91393 -1.67356 0.111
H -0.29884 3.90547 -0.28536 0.116
H -2.17157 1.63916 -1.20885 0.050
H -2.39646 3.32963 -1.42052 0.078
H -2.42247 2.67008 0.22469 0.075
H 0.60655 -0.12239 0.36388 0.096
H -0.87357 0.26618 -0.42198 0.081
H 0.61206 -0.72963 -1.98896 0.078
H 0.30855 0.84620 -2.58635 0.067
H 1.86702 0.48048 -1.80595 0.051
C -0.66999 -2.28585 1.99111 -0.064
C -0.80715 -1.78126 3.44673 -0.232
N -2.14937 -1.79000 3.97398 -0.209
C -3.19419 -1.10931 3.24387 -0.245
C -2.83096 0.31240 2.83233 -0.069
C -2.56857 -2.93658 4.72326 -0.246
C -2.95457 -4.17997 3.88898 -0.078
H -1.33088 -3.14886 1.88838 0.054
H 0.34852 -2.61993 1.79601 0.062
H -0.97700 -1.50436 1.30607 0.024
H -0.14600 -2.32717 4.12018 0.111
H -0.45766 -0.74155 3.46151 0.103
H -3.45726 -1.67313 2.33071 0.091
H -4.09233 -1.09893 3.86689 0.118
H -2.71545 0.93779 3.72002 0.084
H -1.89086 0.33357 2.28289 0.051
H -3.60757 0.73630 2.19463 0.047
H -3.49579 -2.63650 5.22449 0.108
H -1.84761 -3.23161 5.48641 0.110
H -2.11547 -4.60372 3.33023 0.062
H -3.78515 -3.97215 3.21507 0.046
H -3.22653 -4.98459 4.58208 0.070
C 5.10570 3.02907 -4.22647 -0.095
C 4.74634 1.55584 -4.04969 -0.265
N 4.74283 0.78429 -5.27996 -0.189
C 4.38484 -0.60470 -5.00363 -0.261
C 2.91553 -0.77768 -4.63066 -0.076
C 5.95320 0.88719 -6.06734 -0.276
C 5.79438 0.49222 -7.52087 -0.091
H 4.81260 3.61854 -3.36073 0.069
H 4.54291 3.41498 -5.08475 0.083
H 6.15476 3.18876 -4.46444 0.059
H 5.44719 1.13085 -3.30303 0.120
H 3.74730 1.53140 -3.61326 0.098
H 4.57455 -1.15937 -5.92112 0.097
H 5.02154 -1.04271 -4.21558 0.119
H 2.27844 -0.43957 -5.44388 0.073
H 2.78132 -1.84950 -4.46272 0.078
H 2.70674 -0.28321 -3.68638 0.029
H 6.79432 0.30690 -5.63022 0.123
H 6.34593 1.90235 -6.04244 0.096
H 5.12512 1.15593 -8.07610 0.076
H 5.29834 -0.47283 -7.66377 0.059
H 6.76294 0.44252 -8.01678 0.073
C -6.23315 -2.02797 -1.41793 -0.064
C -5.74431 -1.83877 0.03193 -0.251
N -4.92457 -2.91089 0.51050 -0.203
C -3.70904 -3.17020 -0.25734 -0.245
C -2.94225 -1.92703 -0.64718 -0.085
C -5.60425 -4.14506 0.84416 -0.274
C -6.63923 -3.97706 1.94181 -0.086
H -6.96106 -2.85108 -1.37219 0.072
H -5.46160 -2.30841 -2.12941 0.056
H -6.83630 -1.19063 -1.76387 0.059
H -5.21897 -0.87538 0.05984 0.088
H -6.58474 -1.64842 0.70046 0.103
H -3.08509 -3.84010 0.33782 0.106
H -4.04424 -3.70801 -1.16354 0.106
H -2.02547 -2.21031 -1.16655 0.083
H -3.54565 -1.33784 -1.34240 0.052
H -2.71453 -1.28780 0.20387 0.047
H -4.84269 -4.84676 1.19461 0.106
H -6.05704 -4.60777 -0.05301 0.115
H -7.50190 -3.40853 1.59021 0.064
H -6.21398 -3.36381 2.74144 0.071
H -6.93763 -4.94336 2.34099 0.073
C -1.14336 0.12369 -6.04657 -0.077
C -2.28965 -0.00339 -5.01658 -0.237
N -3.24403 -1.07401 -5.28376 -0.218
C -2.69958 -2.41578 -5.29939 -0.273
C -3.68820 -3.41008 -4.71888 -0.078
C -4.16665 -0.79273 -6.38069 -0.250
C -5.16716 0.30643 -6.03659 -0.081
H -0.42280 -0.65697 -5.80850 0.057
H -0.67252 1.10465 -5.94663 0.071
H -1.47880 0.08413 -7.08264 0.062
H -1.81900 -0.25887 -4.06490 0.100
H -2.86781 0.91985 -4.97864 0.103
H -1.76358 -2.46745 -4.73483 0.110
H -2.36894 -2.68803 -6.32112 0.117
H -3.66538 -4.43630 -5.08859 0.072
H -4.70773 -3.07934 -4.92930 0.066
H -3.54750 -3.41767 -3.63670 0.052
H -3.53085 -0.50406 -7.23438 0.105
H -4.69700 -1.69637 -6.67487 0.109
H -5.30132 0.38269 -4.95760 0.064
H -4.84359 1.29383 -6.37806 0.068
H -6.11970 0.13803 -6.53920 0.069

***

Q | 176
Properties=species:S:1:pos:R:3:lowdin_charge:R:1 method="wB97M-V/def2-TZVPD" orbital_gap_ev=8.519 lumo_energy_ha=0.021 smiles=CCN(CC)CC.CCN(CC)CC.CCN(CC)CC.CCN(CC)CC.CCN(CC)CC.CCN(CC)CC.CCN(CC)CC.CCN(CC)CC homo_ha=-0.29159
C -0.83151 -33.43140 16.45575 -0.091
C -0.42368 -31.99112 16.07348 -0.234
N 1.05782 -31.76228 16.06260 -0.192
C 1.79421 -32.64950 15.15823 -0.244
C 1.37100 -32.52318 13.68109 -0.082
C 1.40854 -30.31364 15.85275 -0.239
C 0.77273 -29.35656 16.86392 -0.084
H -0.11910 -34.06011 16.98989 0.070
H -1.13325 -34.04904 15.60983 0.064
H -1.73082 -33.36524 17.06809 0.064
H -0.86313 -31.76563 15.10182 0.101
H -0.81322 -31.32996 16.84758 0.093
H 2.85170 -32.45284 15.33468 0.109
H 1.56866 -33.63448 15.56695 0.096
H 0.30183 -32.72638 13.62036 0.054
H 1.37606 -31.53155 13.22862 0.062
H 1.84739 -33.27352 13.05011 0.070
H 1.14283 -30.11096 14.81524 0.092
H 2.47549 -30.09175 15.83025 0.109
H 1.36578 -28.47025 17.08939 0.052
H 0.61942 -29.88926 17.80244 0.075
H -0.21697 -29.07419 16.50491 0.054
C -4.44617 -24.21081 18.80757 -0.087
C -3.64491 -25.34715 18.19455 -0.282
N -3.99728 -26.71868 18.49573 -0.155
C -3.90063 -27.00093 19.96348 -0.243
C -4.53140 -28.32057 20.31777 -0.094
C -3.09728 -27.62162 17.75615 -0.273
C -3.43171 -27.73873 16.31380 -0.095
H -5.49183 -24.33555 18.52626 0.079
H -4.14158 -23.23204 18.43698 0.076
H -4.43009 -24.08928 19.89066 0.036
H -3.74620 -25.20791 17.11824 0.101
H -2.60223 -25.11721 18.41377 0.091
H -2.83838 -27.03732 20.20516 0.106
H -4.30849 -26.14261 20.49738 0.092
H -4.86354 -28.33862 21.35579 0.071
H -5.36554 -28.63868 19.69238 0.082
H -3.79374 -29.12028 20.25120 0.063
H -3.08946 -28.56191 18.30741 0.106
H -2.06062 -27.28687 17.79323 0.106
H -3.50747 -26.85218 15.68420 0.068
H -4.37060 -28.28818 16.24532 0.076
H -2.77725 -28.41092 15.75888 0.065
C -2.23700 -21.20433 21.78880 -0.062
C -2.19316 -22.61617 21.07263 -0.252
N -1.50480 -23.57816 21.92614 -0.176
C -0.82026 -24.51396 21.05936 -0.287
C 0.39816 -23.93739 20.38805 -0.074
C -2.49817 -24.30646 22.74867 -0.244
C -1.91281 -25.32936 23.70722 -0.088
H -3.01238 -21.25685 22.55308 0.055
H -2.46587 -20.48612 21.00147 0.062
H -1.35535 -20.92419 22.36526 0.066
H -3.22615 -22.94518 20.95962 0.074
H -1.88457 -22.54984 20.02933 0.103
H -0.49508 -25.29466 21.74702 0.103
H -1.47532 -24.93491 20.29661 0.094
H 0.79276 -24.64008 19.65415 0.062
H 0.17842 -22.98405 19.90747 0.066
H 1.12313 -23.72059 21.17260 0.080
H -3.16143 -24.77572 22.02205 0.093
H -3.02468 -23.57563 23.36249 0.115
H -2.67951 -25.61876 24.42592 0.072
H -1.06668 -24.90607 24.24851 0.084
H -1.65807 -26.24295 23.17003 0.063
C 7.15010 -25.76199 16.49689 -0.084
C 7.99231 -24.59565 15.99021 -0.244
N 7.87711 -24.34222 14.53846 -0.194
C 8.57399 -25.37785 13.77053 -0.237
C 10.09704 -25.34032 14.09112 -0.091
C 6.61047 -23.89775 13.97839 -0.245
C 5.87747 -22.70457 14.68635 -0.068
H 6.17752 -25.90516 16.02606 0.058
H 7.05028 -25.66400 17.57787 0.075
H 7.65710 -26.69462 16.24937 0.061
H 7.65474 -23.69830 16.50877 0.099
H 9.00727 -24.64563 16.38448 0.101
H 8.45976 -25.21935 12.69819 0.114
H 8.24358 -26.36022 14.10800 0.097
H 10.47636 -24.36064 13.80056 0.072
H 10.70212 -25.98276 13.45140 0.063
H 10.33605 -25.59745 15.12305 0.057
H 6.75058 -23.51222 12.96852 0.104
H 5.91571 -24.73308 13.89104 0.096
H 6.53737 -21.89607 15.00092 0.075
H 5.07728 -22.21727 14.12926 0.035
H 5.43580 -23.13656 15.58435 0.055
C -1.05233 -20.47318 8.52242 -0.062
C -0.88957 -22.03420 8.12722 -0.193
N -0.92355 -22.93228 9.32379 -0.193
C -0.69351 -24.34544 8.98725 -0.243
C -1.85956 -25.04302 8.24341 -0.088
C -1.96549 -22.58833 10.28542 -0.237
C -1.71879 -23.24857 11.65764 -0.079
H -0.98167 -19.82466 7.64919 0.064
H -0.23239 -20.13217 9.15449 0.056
H -2.04687 -20.34340 8.94921 0.036
H -1.58451 -22.35311 7.35040 0.089
H 0.06560 -22.17808 7.62219 0.097
H 0.14630 -24.54003 8.32018 0.106
H -0.41250 -24.91347 9.87408 0.095
H -2.09403 -24.50022 7.32771 0.058
H -1.59307 -26.04956 7.92101 0.068
H -2.76730 -25.12397 8.84138 0.063
H -2.86329 -22.90243 9.75308 0.112
H -2.00238 -21.52602 10.52678 0.074
H -1.78108 -24.33556 11.70933 0.069
H -2.33336 -22.83181 12.45559 0.062
H -0.68703 -23.04709 11.94567 0.047
C -1.01623 -20.13196 14.10612 -0.084
C -2.45768 -19.80054 13.79262 -0.289
N -2.82267 -19.70741 12.39731 -0.191
C -2.07170 -18.72722 11.56987 -0.220
C -2.12751 -17.28720 12.15041 -0.062
C -4.22862 -19.52054 12.30959 -0.291
C -4.80709 -19.50770 10.89188 -0.076
H -0.83823 -21.01193 13.48803 0.060
H -0.84832 -20.19923 15.18101 0.083
H -0.27075 -19.40295 13.78846 0.059
H -3.08751 -20.58593 14.21045 0.110
H -2.78730 -18.94259 14.37860 0.106
H -1.05271 -19.10194 11.47321 0.093
H -2.38851 -18.82496 10.53152 0.083
H -3.12394 -16.85155 12.07664 0.065
H -1.79080 -17.23851 13.18596 0.068
H -1.62839 -16.61164 11.45571 0.070
H -4.59020 -18.68415 12.90775 0.113
H -4.66181 -20.41719 12.75286 0.112
H -4.34507 -20.25754 10.24970 0.063
H -4.65286 -18.56639 10.36438 0.067
H -5.86814 -19.73568 10.99326 0.074
C -1.17894 -24.06037 15.70219 -0.093
C 0.03455 -23.89969 14.88994 -0.283
N 1.19185 -24.72008 15.26034 -0.144
C 1.80010 -24.29794 16.53270 -0.249
C 2.68738 -25.31531 17.23278 -0.074
C 2.19148 -24.65627 14.20476 -0.271
C 1.74472 -25.33706 12.94198 -0.074
H -0.95581 -23.71001 16.70994 0.064
H -1.48611 -25.09995 15.81630 0.070
H -1.96624 -23.52205 15.17450 0.080
H -0.27009 -24.05677 13.85522 0.084
H 0.17290 -22.82277 14.98599 0.107
H 2.40907 -23.40521 16.39026 0.110
H 1.03980 -23.93541 17.22451 0.091
H 2.96711 -24.85343 18.17963 0.071
H 2.14578 -26.24676 17.39763 0.059
H 3.63261 -25.55291 16.74476 0.051
H 3.12952 -25.09772 14.54133 0.106
H 2.43429 -23.60355 14.06011 0.089
H 2.58718 -25.57813 12.29372 0.074
H 1.02498 -24.72415 12.39937 0.044
H 1.24591 -26.23419 13.30865 0.084
C 4.71412 -20.04280 8.91016 -0.084
C 3.57127 -19.78722 9.92386 -0.262
N 3.65450 -20.51196 11.19378 -0.169
C 2.51142 -20.07294 12.07570 -0.218
C 2.69563 -20.61415 13.51744 -0.078
C 3.82305 -21.95274 11.05478 -0.270
C 2.61874 -22.64863 10.43706 -0.069
H 4.58884 -19.47795 7.98639 0.066
H 4.76873 -21.07493 8.56399 0.061
H 5.64702 -19.62490 9.28854 0.075
H 3.77346 -18.75299 10.20239 0.107
H 2.57179 -19.87334 9.49756 0.099
H 1.51048 -20.32017 11.72198 0.087
H 2.52085 -18.98305 12.06388 0.106
H 3.64584 -20.32225 13.96464 0.069
H 2.67300 -21.70306 13.47436 0.027
H 2.00555 -20.37181 14.32563 0.059
H 4.76251 -22.16927 10.54624 0.105
H 4.13696 -22.41214 11.99206 0.083
H 2.50159 -22.21032 9.44596 0.065
H 2.83224 -23.70961 10.30732 0.075
H 1.72804 -22.42363 11.02367 0.058

***

Short version: Q is the least stable of them.

***

P | 8
Properties=species:S:1:pos:R:3:lowdin_charge:R:1 method="wB97M-V/def2-TZVPD" charge=-1 orbital_gap_ev=8.649 lumo_energy_ha=0.162 homo_ha=-0.15571
C -1.37278 -0.61814 0.78861 -0.135
N -1.22539 -0.11306 -0.40800 -0.061
O 1.51890 1.66715 0.27022 -0.605
O 1.89030 -0.59779 -0.65475 -0.627
P 2.00202 0.29361 0.57584 0.374
H -0.44807 -0.59833 1.38402 -0.074
H -0.34447 0.15110 -0.77644 0.001
H -2.02051 -0.18453 -1.17949 0.127

***

Q | 8
Properties=species:S:1:pos:R:3:lowdin_charge:R:1 method="wB97M-V/def2-TZVPD" charge=-1 orbital_gap_ev=8.951 lumo_energy_ha=0.169 homo_ha=-0.15958
C 1.10825 -0.40525 -0.69963 -0.145
N 0.13949 -0.95338 0.00462 -0.076
O -3.44232 0.94324 -0.78895 -0.558
O -2.67724 -0.94974 0.58125 -0.595
P -2.47521 0.53432 0.21896 0.417
H 0.88314 0.65918 -1.21925 -0.015
H -0.84430 -0.75941 0.29887 -0.059
H 0.42947 -1.78288 0.44248 0.030

***

Short version: Q is the least stable of them.